(1)
A molecular structure, C19H27Br2Cl2GeMgNO, computed with wB97M-V/def2-TZVPD.

Results
Gap between HOMO and LUMO: 7.9 eV
Calculated total energy: -9215.16843 hartree
Relative energy (zero: lowest compared OMol25 entry of this formula, charge and spin): 0.223 eV
Net charge: +2

Last column: natural (NBO) charge in e.
CARTESIAN COORDINATES (ANGSTROEM)
1 Mg 0.08226 -0.83336 0.15776  1.738
2 C 0.56454 -3.93745 1.70379  -0.668
3 C -0.47808 -3.03505 2.29144  0.311
4 C -1.34559 -3.47370 3.30572  -0.262
5 C -2.34483 -2.65639 3.75398  -0.043
6 C -2.48476 -1.34499 3.24240  -0.139
7 C -3.48070 -0.41916 3.64532  -0.037
8 Br -4.76092 -0.90397 4.92944  0.167
9 C -3.51521 0.83652 3.11477  -0.243
10 C -2.53135 1.24308 2.19574  -0.123
11 Br -2.54784 3.00336 1.54686  0.161
12 C -1.53103 0.39749 1.79277  0.262
13 O -0.50117 0.78867 0.95994  -0.996
14 C -1.53720 -0.93888 2.28533  0.115
15 N -0.57791 -1.80572 1.80293  -0.700
16 H 0.63529 -4.87216 2.25300  0.264
17 H 1.54580 -3.45995 1.72048  0.240
18 H 0.31051 -4.18527 0.66956  0.238
19 H -1.23257 -4.47113 3.70654  0.256
20 H -3.03159 -3.00286 4.51526  0.261
21 H -4.28438 1.53649 3.40946  0.270
22 Cl -2.05679 -1.26173 -1.09469  0.003
23 C -1.20655 -0.87269 -2.60760  -0.365
24 Cl 0.47629 -0.38919 -2.19914  -0.032
25 H -1.69349 -0.03783 -3.09630  0.272
26 H -1.16655 -1.75163 -3.23871  0.270
27 C 1.72586 4.67599 3.75067  -0.619
28 C 2.47786 3.37919 4.04132  -0.393
29 C 1.58461 2.25879 4.57859  -0.410
30 C 0.41331 1.92651 3.64653  -0.845
31 Ge 1.02841 1.76105 1.81389  1.586
32 C 1.53074 3.04949 0.45299  -0.853
33 C 0.46766 4.03863 -0.01761  -0.402
34 C 1.07499 5.10589 -0.92711  -0.392
35 C 0.01350 6.05263 -1.47664  -0.604
36 H 2.42018 5.48043 3.51008  0.238
37 H 1.15024 4.98913 4.62388  0.227
38 H 1.03239 4.57817 2.91061  0.181
39 H 3.27878 3.57198 4.75415  0.244
40 H 2.96877 3.01935 3.12065  0.174
41 H 1.16805 2.55528 5.54403  0.233
42 H 2.18873 1.36661 4.75399  0.217
43 H -0.34082 2.71434 3.64957  0.256
44 H -0.05928 0.97806 3.90227  0.244
45 H 1.85623 0.45306 1.57612  -0.254
46 H 1.93454 2.45560 -0.36912  0.233
47 H 2.37134 3.58651 0.90535  0.261
48 H 0.00673 4.53423 0.84030  0.208
49 H -0.32670 3.51464 -0.55389  0.201
50 H 1.60799 4.62277 -1.75147  0.198
51 H 1.81578 5.67525 -0.35918  0.208
52 H -0.75668 5.50325 -2.02343  0.200
53 H 0.45396 6.77642 -2.16079  0.233
54 H -0.47258 6.60449 -0.66985  0.210

=====

(2)
A molecular structure, C19H27CaCl2N6O9, computed with wB97M-V/def2-TZVPD.

Results
Gap between HOMO and LUMO: 8.2 eV
Calculated total energy: -3344.00306 hartree
Relative energy (zero: lowest compared OMol25 entry of this formula, charge and spin): 1.557 eV
Net charge: -1

Last column: natural (NBO) charge in e.
CARTESIAN COORDINATES (ANGSTROEM)
1 Ca -0.07922 -0.42580 -0.69809  1.757
2 C 0.44139 1.83417 3.56811  -0.421
3 C 0.92370 0.39880 3.74777  -0.221
4 N 0.36075 -0.51513 2.75799  -0.681
5 C -0.79516 -1.30880 3.14536  -0.221
6 C -2.07449 -0.92608 2.41919  -0.217
7 N -1.92439 -1.05435 0.97147  -0.692
8 C -3.20817 -0.97142 0.24355  -0.233
9 C -3.68957 0.47190 0.03581  -0.409
10 C -3.13330 1.13402 -1.22401  -0.217
11 N -1.67676 1.37108 -1.20476  -0.720
12 C -1.26628 2.71320 -0.74420  -0.228
13 C -0.92076 2.78519 0.73514  -0.227
14 N 0.30351 2.03497 1.04103  -0.672
15 C 0.98504 2.45690 2.27976  -0.218
16 H -0.65594 1.86679 3.55905  0.186
17 H 0.77608 2.42733 4.42720  0.201
18 H 2.00610 0.38738 3.61181  0.227
19 H 0.71407 0.06007 4.77090  0.160
20 H 1.08617 -1.06375 2.31956  0.419
21 H -0.59766 -2.36788 2.95262  0.191
22 H -0.97866 -1.21130 4.21876  0.180
23 H -2.90260 -1.55066 2.77928  0.165
24 H -2.31974 0.11247 2.66351  0.181
25 H -1.51796 -1.96972 0.76345  0.389
26 H -3.05816 -1.44896 -0.72743  0.231
27 H -3.98064 -1.54216 0.76966  0.169
28 H -4.77972 0.46975 -0.04398  0.206
29 H -3.44199 1.07508 0.91446  0.197
30 H -3.34511 0.47426 -2.06789  0.200
31 H -3.66717 2.07266 -1.41013  0.173
32 H -1.33281 1.29131 -2.16463  0.420
33 H -0.36648 2.98108 -1.29672  0.221
34 H -2.03577 3.45584 -0.98145  0.172
35 H -0.73667 3.83368 0.97384  0.193
36 H -1.77982 2.46901 1.34204  0.161
37 H 0.09682 1.04935 1.14118  0.367
38 H 2.04720 2.21416 2.19474  0.216
39 H 0.90636 3.54232 2.33040  0.184
40 O 0.38478 -3.87815 -2.28827  -0.645
41 C -0.09966 -2.76331 -2.39179  0.784
42 O -0.80891 -2.14124 -1.48814  -0.941
43 C 0.05887 -2.00052 -3.70585  -0.245
44 C 0.01693 -2.71083 -4.87224  -0.119
45 C 0.06468 -2.05655 -6.10547  -0.069
46 C 0.12532 -0.68717 -6.17862  -0.132
47 C 0.15840 0.04384 -5.00989  -0.122
48 C 0.20176 -0.56548 -3.72087  0.513
49 O 0.37834 0.10403 -2.64539  -0.859
50 N 0.11008 1.50603 -5.15309  0.539
51 O -0.30062 2.17312 -4.21732  -0.402
52 O 0.58039 2.00015 -6.16644  -0.405
53 N -0.00289 -2.83117 -7.34501  0.539
54 O 0.10091 -2.23787 -8.40827  -0.414
55 O -0.20078 -4.03153 -7.25930  -0.402
56 H -0.05653 -3.78950 -4.83520  0.259
57 H 0.12074 -0.18558 -7.13208  0.263
58 Cl 4.41608 1.92370 -0.24613  -0.029
59 C 3.16126 0.75823 -0.72101  -0.312
60 Cl 3.73530 -0.22222 -2.10520  -0.019
61 C 2.70864 -0.17416 0.44964  0.762
62 O 3.30082 -0.11744 1.51685  -0.668
63 O 1.69577 -0.91947 0.16442  -0.897
64 H 2.32348 1.34846 -1.07009  0.233

=====

(3)
4 unconnected molecules or ions with the total composition C19H27ClIN4O3, computed with wB97M-V/def2-TZVPD.

Results
Gap between HOMO and LUMO: 6.7 eV
Calculated total energy: -1942.68113 hartree
Relative energy (zero: lowest compared OMol25 entry of this formula, charge and spin): 5.118 eV
Net charge: -1

Last column: natural (NBO) charge in e.
CARTESIAN COORDINATES (ANGSTROEM)
1 C -2.97692 2.33450 1.00767  -0.630
2 C -1.65940 1.95443 0.08482  -0.438
3 C -0.34519 2.89422 0.36116  0.016
4 Cl -0.57929 3.93292 1.92423  -0.142
5 N 0.15620 3.68222 -0.81717  -0.500
6 C -0.90669 4.39896 -1.59348  0.078
7 O -1.97973 5.02445 -0.81174  -0.592
8 C -3.22092 5.18372 -1.58737  -0.278
9 C 1.38338 4.50435 -0.53096  -0.256
10 I 1.04668 6.61601 -0.09045  0.071
11 C 2.48489 4.27790 -1.76310  0.698
12 O 2.05209 3.89124 -2.97847  -0.740
13 O 3.94714 4.43044 -1.58838  -0.807
14 H -3.44881 3.37767 0.76540  0.228
15 H -2.79011 2.16244 2.17312  0.226
16 H -3.80722 1.52695 0.71910  0.194
17 H -2.01743 1.90642 -1.02751  0.227
18 H -1.37974 0.83290 0.38398  0.212
19 H 0.53459 2.14119 0.65463  0.221
20 H -0.43783 5.18286 -2.36221  0.231
21 H -1.43394 3.58517 -2.28997  0.161
22 H -4.05189 4.49627 -1.09832  0.180
23 H -3.57804 6.30809 -1.41645  0.194
24 H -3.09647 5.02500 -2.74332  0.192
25 H 1.90600 4.03423 0.43300  0.254
26 N 0.52170 -1.57879 -1.39610  -0.503
27 C 0.88440 -2.00644 -0.14547  -0.089
28 C 0.43547 -3.29901 0.00920  -0.310
29 C -0.21576 -3.66585 -1.19270  -0.334
30 C -0.14512 -2.58592 -2.04399  -0.074
31 H 0.71642 -0.66364 -1.78107  0.431
32 H 1.42804 -1.35559 0.52614  0.221
33 H 0.56426 -3.91196 0.89183  0.222
34 H -0.68512 -4.61577 -1.41371  0.226
35 H -0.51245 -2.44783 -3.05214  0.214
36 N 4.54215 -1.43667 0.84876  -0.514
37 C 5.06964 -0.19667 0.59833  -0.074
38 C 5.87147 0.14781 1.66351  -0.296
39 C 5.83078 -0.92475 2.58612  -0.314
40 C 5.00491 -1.89079 2.05637  -0.091
41 H 3.91097 -1.93851 0.23770  0.415
42 H 4.82867 0.33367 -0.31319  0.229
43 H 6.42675 1.07128 1.76453  0.226
44 H 6.34872 -0.98613 3.53451  0.215
45 H 4.70667 -2.85934 2.43497  0.203
46 N -2.91088 -4.85508 0.40152  -0.506
47 C -2.54817 -5.28273 1.65216  -0.074
48 C -2.99711 -6.57530 1.80682  -0.313
49 C -3.64834 -6.94213 0.60492  -0.312
50 C -3.57770 -5.86220 -0.24637  -0.081
51 H -2.71615 -3.93992 0.01655  0.427
52 H -2.00453 -4.63188 2.32377  0.214
53 H -2.86832 -7.18824 2.68946  0.218
54 H -4.11769 -7.89205 0.38391  0.217
55 H -3.94502 -5.72411 -1.25452  0.209

=====

(4)
A single C19H27ClN6O2 molecule, computed with wB97M-V/def2-TZVPD.

Results
Gap between HOMO and LUMO: 9.3 eV
Calculated total energy: -1679.48241 hartree
Relative energy (zero: lowest compared OMol25 entry of this formula, charge and spin): 0.238 eV

Last column: natural (NBO) charge in e.
CARTESIAN COORDINATES (ANGSTROEM)
1 C 1.28639 3.30928 -0.66803  -0.644
2 C 0.04583 2.96700 0.09056  0.146
3 C -1.21443 3.60055 0.04188  -0.344
4 C -2.00220 2.88356 0.91059  -0.042
5 N -1.22681 1.90569 1.42539  -0.179
6 C -1.62913 0.80207 2.28087  -0.122
7 C -0.72388 0.67900 3.49531  -0.607
8 C -1.68230 -0.52804 1.50508  0.685
9 O -1.62482 -1.59055 2.10352  -0.645
10 N -1.84430 -0.42569 0.17086  -0.605
11 C -1.64167 -1.53218 -0.76264  -0.051
12 C -0.40834 -2.39934 -0.38482  -0.235
13 N 0.66551 -1.68224 0.26899  -0.604
14 C 1.57143 -0.94432 -0.39357  0.642
15 O 1.62016 -0.83377 -1.60705  -0.624
16 C 2.57884 -0.26008 0.51844  0.141
17 N 2.41487 -0.45781 1.83035  -0.462
18 C 3.24006 0.12921 2.68492  0.425
19 C 3.03236 -0.10392 4.14928  -0.656
20 N 4.25316 0.92771 2.32982  -0.434
21 C 4.43294 1.11468 1.03580  0.073
22 C 3.62281 0.53192 0.06413  -0.106
23 Cl 4.00981 0.84647 -1.58490  0.057
24 C -1.59276 -0.96112 -2.18753  -0.409
25 C -2.27163 -1.83352 -3.24859  -0.210
26 C -1.64805 -3.22112 -3.37880  -0.613
27 C -2.23930 -1.11518 -4.59452  -0.600
28 N 0.02363 1.93955 0.92799  -0.302
29 H 1.50710 2.54762 -1.41726  0.238
30 H 1.17295 4.26487 -1.17755  0.219
31 H 2.14308 3.37563 0.00287  0.226
32 H -1.49516 4.46275 -0.53830  0.230
33 H -3.03403 2.99010 1.20330  0.222
34 H -2.65190 1.01845 2.59864  0.226
35 H -1.05943 -0.14792 4.11644  0.238
36 H 0.29679 0.48349 3.17277  0.232
37 H -0.74531 1.60429 4.07075  0.213
38 H -1.73261 0.49375 -0.22440  0.408
39 H -2.51176 -2.19375 -0.68681  0.200
40 H -0.71663 -3.19326 0.28955  0.228
41 H -0.01270 -2.84434 -1.29609  0.222
42 H 0.69866 -1.65801 1.27680  0.440
43 H 2.65805 0.80895 4.61613  0.234
44 H 2.31614 -0.90539 4.31064  0.230
45 H 3.98093 -0.34689 4.62583  0.235
46 H 5.25801 1.74916 0.73048  0.208
47 H -2.10456 0.00731 -2.19390  0.198
48 H -0.55431 -0.77432 -2.46914  0.242
49 H -3.32019 -1.95998 -2.95217  0.189
50 H -0.58442 -3.14422 -3.61963  0.209
51 H -1.74759 -3.80752 -2.46416  0.204
52 H -2.13256 -3.78264 -4.17946  0.212
53 H -1.20738 -0.96883 -4.92313  0.207
54 H -2.75630 -1.69347 -5.36205  0.208
55 H -2.71306 -0.13363 -4.53346  0.206

=====

(5)
A molecular structure, C19H27CoN2, computed with wB97M-V/def2-TZVPD.

Results
Gap between HOMO and LUMO (spin up / spin down): 9.2 / 7.2 eV
Spin multiplicity: 5
Calculated total energy: -2231.73914 hartree
Relative energy (zero: lowest compared OMol25 entry of this formula, charge and spin): 0.000 eV
Net charge: +2

Last column: Löwdin spin population.
CARTESIAN COORDINATES (ANGSTROEM)
1 C 0.26959 -2.23475 1.61535  0.026
2 H 0.51422 -2.17044 2.68305  0.002
3 H -0.52672 -2.97936 1.52881  0.000
4 H -0.19865 -1.25872 1.41519  0.013
5 C 1.47642 -2.45089 0.71476  0.014
6 H 1.29687 -2.00758 -0.27129  0.009
7 H 2.29912 -1.88687 1.15313  0.000
8 C 1.88616 -3.90647 0.55831  0.004
9 H 2.81747 -3.99328 -0.02176  0.000
10 H 2.03202 -4.37828 1.54222  0.001
11 H 1.14574 -4.51250 0.01567  0.000
12 C -0.67303 1.37047 -1.80800  0.191
13 C 0.08991 0.17543 -2.14513  0.186
14 C -0.69341 -0.96960 -1.74637  0.163
15 C -1.88042 -0.48585 -1.09663  0.164
16 C -1.84052 0.95136 -1.06187  0.173
17 C -2.86640 1.82528 -0.43378  0.035
18 C -2.96437 -1.33617 -0.53273  0.033
19 C -0.50401 -2.37589 -2.18872  0.028
20 C 1.29332 0.14054 -3.02787  0.039
21 C -0.26103 2.77662 -2.07357  0.033
22 Co -0.24758 0.27268 -0.29619  2.672
23 H -3.44368 -0.86550 0.33401  0.002
24 H -3.76737 -1.54662 -1.24973  0.014
25 H -2.58534 -2.31563 -0.21343  0.002
26 H -3.40866 1.29824 0.35236  0.001
27 H -2.41279 2.70124 0.03312  0.003
28 H -3.60444 2.18317 -1.15059  0.014
29 H 0.83335 2.83712 -2.17504  0.002
30 H -0.71754 3.16631 -2.99579  0.013
31 H -0.54206 3.42673 -1.22942  0.004
32 H 1.80005 -0.83240 -2.95393  0.001
33 H 0.97537 0.29666 -4.07087  0.014
34 H 2.01647 0.92467 -2.75508  0.004
35 H -0.79636 -3.09641 -1.41821  0.004
36 H -1.12848 -2.57772 -3.06911  0.011
37 H 0.52632 -2.58153 -2.48344  0.000
38 N -0.55069 2.61911 5.64018  -0.001
39 C -0.07441 2.42872 4.59073  0.000
40 C 0.58184 2.23687 3.30454  0.002
41 C 1.80975 2.87352 3.06446  0.013
42 C 2.46019 2.66415 1.84391  0.002
43 C 1.85458 1.83049 0.89585  0.022
44 N 0.64862 1.24713 1.12015  0.062
45 C 0.01542 1.43514 2.30610  0.020
46 H 2.24626 3.50127 3.84717  0.001
47 H 3.43165 3.11434 1.59989  0.000
48 H 2.29730 1.57006 -0.07729  0.004
49 H -0.93004 0.89515 2.38689  0.003

=====

(6)
2 unconnected molecules or ions with the total composition C19H27F2Si2, computed with wB97M-V/def2-TZVPD.

Results
Gap between HOMO and LUMO: 6.1 eV
Calculated total energy: -1518.69001 hartree
Net charge: +1

Last column: natural (NBO) charge in e.
CARTESIAN COORDINATES (ANGSTROEM)
1 C -1.21054 2.79359 -3.04865  -1.100
2 Si -1.89885 2.29080 -1.38225  1.432
3 C -3.77077 2.30632 -1.36318  -1.100
4 H -1.46404 0.91856 -1.11951  -0.263
5 C -1.18779 3.34594 -0.00031  -1.376
6 Si -0.17930 2.38797 1.25938  1.672
7 C 0.45712 3.56108 2.56165  -1.111
8 C -1.27008 1.11271 2.07877  -1.121
9 C 1.26710 1.56112 0.41175  -1.121
10 H -1.52287 3.81113 -3.26984  0.245
11 H -0.12385 2.75314 -3.03770  0.237
12 H -1.58239 2.13316 -3.82842  0.237
13 H -4.12117 3.31675 -1.55829  0.245
14 H -4.16323 1.64312 -2.13039  0.239
15 H -4.14320 1.98586 -0.39297  0.238
16 H -0.55451 4.11271 -0.43966  0.268
17 H -2.00855 3.83570 0.51799  0.268
18 H 1.04191 3.01216 3.29299  0.234
19 H 1.08408 4.32226 2.10808  0.243
20 H -0.37404 4.04360 3.06631  0.243
21 H -0.69967 0.56851 2.82603  0.226
22 H -2.10815 1.60530 2.56418  0.248
23 H -1.65377 0.41040 1.34410  0.221
24 H 1.85609 1.01542 1.14337  0.229
25 H 0.92289 0.86829 -0.35110  0.223
26 H 1.89565 2.31384 -0.05651  0.246
27 F 3.34061 -2.93816 -4.83211  -0.277
28 C 2.57452 -2.81890 -3.72739  0.518
29 C 1.20956 -2.60512 -3.83573  -0.295
30 C 0.43211 -2.46421 -2.71545  -0.056
31 C 0.98545 -2.54213 -1.41801  -0.202
32 C 0.11015 -2.38936 -0.30982  0.171
33 C 0.32017 -2.44302 1.09389  -0.193
34 C -0.81134 -2.37021 1.93688  -0.052
35 C -0.69229 -2.42030 3.30134  -0.293
36 C 0.55102 -2.55205 3.89914  0.511
37 F 0.66351 -2.59718 5.24315  -0.277
38 C 1.67854 -2.62424 3.09909  -0.281
39 C 1.57220 -2.56488 1.73515  -0.074
40 C 2.37428 -2.78541 -1.34271  -0.070
41 C 3.14399 -2.91073 -2.46897  -0.282
42 H 0.77999 -2.55625 -4.82127  0.258
43 H -0.62902 -2.31028 -2.82269  0.234
44 H -0.91685 -2.21716 -0.58918  0.224
45 H -1.78955 -2.28129 1.49295  0.235
46 H -1.55817 -2.36570 3.93872  0.259
47 H 2.63791 -2.71956 3.57561  0.255
48 H 2.47480 -2.57065 1.16858  0.214
49 H 2.85598 -2.90566 -0.39956  0.214
50 H 4.20435 -3.07698 -2.39743  0.256